No. 1
A 2-piece molecular cluster, C15H26N7O2P overall in a non-equilibrium geometry, computed with wB97M-V/def2-TZVPD.

2S+1 = 1
DFT total energy = -1462.1352 Ha
HOMO energy = -7.86 eV
lowest unoccupied orbital energy = -1.669 eV
strongest force on any atom = 3.53 eV Å⁻¹
frontier orbital gap = 0.2276 hartree
SMILES = CC(C)(C)N1CCN(C(C)(C)C)P1.O=[N+]([O-])c1ccc2nnnn2c1

XYZ file:
```
51
Properties=species:S:1:pos:R:3:forces:R:3:nbo_charge:R:1
O 1.206410 -2.840282 2.461229 1.1 1.9 1.4 -0.366
N 1.683695 -1.922640 3.174575 -2.4 -2.3 1.0 0.499
C 2.640672 -1.051391 2.570667 1.1 0.6 -1.5 -0.024
C 2.955816 -1.246973 1.232431 0.6 0.4 0.8 0.103
N 3.960416 -0.460592 0.709449 0.0 0.6 0.2 -0.185
N 4.474461 -0.494311 -0.560842 0.8 0.8 0.5 -0.075
N 5.420942 0.419720 -0.594332 -1.4 -0.7 1.5 -0.009
N 5.550764 1.076725 0.597633 -1.3 -1.0 0.0 -0.287
C 4.618908 0.536799 1.418327 0.4 -0.5 -1.3 0.287
C 4.261365 0.735424 2.775541 -0.3 -0.1 0.2 -0.215
C 3.292892 -0.056438 3.353982 0.6 0.3 -0.5 -0.159
O 1.356504 -1.751640 4.372142 0.9 0.0 -2.5 -0.360
H 2.540008 -2.023302 0.604687 -0.1 0.2 0.0 0.275
H 4.793200 1.520669 3.298098 -0.1 -0.2 0.2 0.252
H 3.041219 -0.002824 4.405570 0.0 0.2 -0.1 0.264
C -3.885959 -0.972798 1.632183 -0.3 -0.1 0.2 -0.617
C -2.822466 -1.442584 0.647209 0.1 -0.3 0.0 0.125
C -1.644873 -2.010811 1.444481 0.0 -0.1 0.2 -0.627
C -3.384305 -2.528691 -0.266898 -0.4 -0.3 0.1 -0.614
N -2.400366 -0.328777 -0.198431 0.0 0.7 0.3 -0.763
C -2.275182 0.996724 0.397582 0.0 0.0 0.8 -0.210
C -1.510362 1.874949 -0.584268 0.3 0.7 0.1 -0.222
N -1.155234 1.054219 -1.734442 -0.2 0.5 0.5 -0.763
C -0.135969 1.541844 -2.660675 0.2 -0.2 -0.1 0.131
C -0.288266 3.048065 -2.841250 0.1 0.3 -0.2 -0.617
C -0.352566 0.828107 -3.992954 0.1 0.1 -0.5 -0.615
C 1.278214 1.242972 -2.140255 0.2 0.2 -0.1 -0.631
P -1.194281 -0.569589 -1.335409 0.3 -1.8 -1.3 1.002
H 0.073643 -0.873032 -0.602391 -0.5 0.7 0.3 -0.175
H -4.720902 -0.469220 1.127603 0.2 -0.2 0.1 0.216
H -4.275864 -1.847244 2.172974 0.0 0.3 -0.1 0.218
H -3.464392 -0.286029 2.377075 -0.1 -0.1 -0.1 0.210
H -0.854701 -2.405394 0.791719 -0.2 0.1 0.2 0.217
H -1.213805 -1.234266 2.093629 0.0 -0.2 -0.1 0.201
H -2.007219 -2.830313 2.080587 0.2 0.2 -0.1 0.218
H -2.634795 -2.919940 -0.962956 -0.1 0.1 0.1 0.223
H -3.741392 -3.366226 0.341141 0.0 0.0 -0.1 0.207
H -4.231242 -2.150901 -0.849783 0.2 0.0 0.1 0.218
H -3.256105 1.431742 0.631280 0.1 -0.2 -0.1 0.199
H -1.722568 0.943364 1.350413 0.0 0.0 -0.1 0.170
H -2.117707 2.741912 -0.877347 0.1 -0.2 -0.1 0.197
H -0.611639 2.288790 -0.097687 -0.1 -0.1 0.0 0.172
H -0.028995 3.590424 -1.922994 -0.1 -0.1 -0.2 0.209
H 0.401918 3.381598 -3.629796 -0.2 0.0 0.2 0.218
H -1.312501 3.321836 -3.129317 0.2 -0.1 0.0 0.217
H -0.222138 -0.256702 -3.918091 0.0 0.2 0.1 0.223
H -1.356955 1.026742 -4.383054 0.1 0.0 0.1 0.219
H 0.369055 1.198155 -4.728106 0.0 -0.1 0.0 0.207
H 1.462821 0.163675 -2.041657 0.0 0.3 -0.1 0.215
H 2.009720 1.657521 -2.847439 0.0 -0.1 0.3 0.218
H 1.430103 1.720934 -1.161830 0.0 -0.1 -0.2 0.202
```
Forces are in eV/Å.

No. 2
C23H17AsN10O2S6SeSn as an isolated structure in a non-equilibrium geometry, computed with wB97M-V/def2-TZVPD.

2S+1 = 1
DFT total energy = -8825.5660 Ha
HOMO energy = -1.68 eV
ΔE to the lowest compared entry with this formula, charge and spin = 0.8101 eV
net charge = -2
lowest unoccupied orbital energy = 3.365 eV
strongest force on any atom = 1.14 eV Å⁻¹
frontier orbital gap = 0.1855 hartree

XYZ file:
```
61
Properties=species:S:1:pos:R:3:forces:R:3:nbo_charge:R:1
Sn 0.336831 0.397601 -1.043088 0.4 1.0 -0.3 1.211
O 4.136692 -3.326266 0.632267 0.2 -0.1 0.1 -0.622
C 3.554464 -2.257029 0.515416 -0.5 -0.1 -0.1 0.643
N 2.344426 -1.895709 1.044154 0.6 0.0 0.1 -0.650
C 1.445046 -2.828254 1.279208 -0.5 -0.2 0.0 0.622
O 1.363584 -4.003736 0.849885 0.7 0.0 -0.1 -0.734
C 0.202150 -2.403393 2.055779 0.0 0.1 0.0 0.131
C -0.785120 -3.362996 2.283197 -0.1 -0.1 0.2 -0.253
C -1.967253 -2.984516 2.894079 0.1 -0.1 0.0 -0.191
C -2.118212 -1.666564 3.292605 0.0 0.1 0.0 -0.280
C -1.074561 -0.788119 3.042200 0.1 0.0 0.0 0.042
N 0.055324 -1.140274 2.434320 0.0 0.3 0.2 -0.389
C 4.225940 -1.190640 -0.326814 -0.1 0.3 0.4 0.125
C 4.718348 -1.549903 -1.572373 0.0 -0.1 -0.2 -0.229
C 5.331435 -0.590394 -2.355095 -0.1 0.0 0.0 -0.167
C 5.471192 0.688483 -1.847841 0.0 0.1 -0.1 -0.258
C 4.961306 0.951678 -0.588192 -0.1 0.1 0.1 0.038
N 4.339095 0.047716 0.167150 0.0 -0.1 -0.1 -0.412
H -0.614125 -4.376978 1.950314 0.0 0.1 0.1 0.241
H -2.762850 -3.705325 3.045671 0.0 0.0 0.0 0.204
H -3.024243 -1.322332 3.776864 0.0 0.0 0.0 0.204
H -1.148624 0.256776 3.327768 0.0 0.0 0.0 0.190
H 4.586253 -2.564298 -1.924489 0.0 0.0 0.1 0.225
H 5.662680 -0.822982 -3.356604 0.1 0.0 -0.1 0.210
H 5.915606 1.478990 -2.438062 0.0 0.0 0.0 0.214
H 5.019735 1.955749 -0.174940 0.0 -0.1 0.0 0.180
N 1.925211 2.195293 3.023030 0.2 -0.5 0.0 -0.810
C 1.036170 2.982896 2.360062 -0.5 0.1 -0.3 0.269
N 0.179217 2.572294 1.472606 0.2 0.0 0.0 -0.471
C -0.633364 3.602300 1.040650 0.0 -0.2 0.0 0.140
C -0.428307 4.793645 1.652020 0.0 0.3 0.0 -0.459
S 0.882045 4.679325 2.763331 0.0 -0.2 0.1 0.300
C -1.626874 3.400285 -0.032664 0.1 -0.2 -0.3 0.116
C -2.537725 4.342033 -0.366185 -0.2 0.1 0.1 -0.447
S -3.493774 3.828603 -1.698276 0.1 0.0 -0.1 0.355
C -2.566140 2.355173 -1.757846 0.0 0.0 -0.1 0.310
N -1.645183 2.263098 -0.840158 0.1 0.0 0.5 -0.549
N -2.852870 1.406629 -2.684345 -0.4 0.1 0.4 -0.842
H 2.076137 1.259660 2.650327 -0.2 0.2 -0.1 0.440
H 2.750797 2.639655 3.384911 0.0 0.0 -0.1 0.382
H -0.931452 5.734305 1.495958 0.1 -0.1 -0.1 0.227
H -2.693541 5.313096 0.075619 0.0 -0.1 0.0 0.222
H -3.114758 1.803130 -3.575802 0.2 0.0 -0.1 0.413
H -2.087948 0.741934 -2.812248 0.0 -0.1 -0.1 0.431
S -0.994109 3.122852 -4.800340 0.0 0.0 0.1 -0.839
As 0.646015 1.925119 -4.139683 0.0 0.1 -0.6 1.008
S -0.114761 -0.107701 -3.490655 0.0 -0.2 0.2 -0.891
S 1.413850 2.591110 -2.194081 0.0 -0.4 0.5 -0.836
S 2.135924 1.680028 -5.624542 0.0 -0.1 0.3 -0.773
Se -0.530768 -4.140290 -0.866382 -0.1 0.1 -0.4 1.222
N -2.217318 -4.491386 -0.526614 -0.1 0.1 0.0 -0.709
C -2.809507 -3.307652 -0.332223 0.0 0.1 -0.1 0.102
C -4.159694 -3.080943 0.025345 0.0 0.0 -0.1 -0.186
C -4.575478 -1.788568 0.149843 -0.1 0.0 0.0 -0.279
C -3.667487 -0.716985 -0.084830 0.1 0.0 0.0 0.077
N -2.421354 -0.880025 -0.420420 0.0 0.1 0.0 -0.407
C -1.978912 -2.157348 -0.534848 0.1 0.1 0.0 0.236
N -0.701944 -2.390963 -0.843723 -0.2 -0.7 -0.1 -0.667
H -4.834908 -3.917016 0.157482 0.0 0.0 0.1 0.211
H -5.602169 -1.565083 0.409611 0.0 0.0 0.0 0.207
H -4.000139 0.314210 0.001692 -0.1 0.0 0.0 0.198
```
Forces are in eV/Å.

No. 3
One molecule with the formula C3H6N2O, computed with wB97M-V/def2-TZVPD.

2S+1 = 1
DFT total energy = -302.6249 Ha
HOMO energy = -9.03 eV
ΔE to the lowest compared entry with this formula, charge and spin = 1.8563 eV
lowest unoccupied orbital energy = 0.851 eV
strongest force on any atom = 0.96 eV Å⁻¹
frontier orbital gap = 0.3631 hartree
SMILES = C/N=C\NC=O

XYZ file:
```
12
Properties=species:S:1:pos:R:3:forces:R:3:nbo_charge:R:1
C 0.204572 -2.140091 0.726490 0.0 0.1 0.0 -0.425
N 0.369550 -1.172063 -0.311911 0.0 0.1 -1.0 -0.470
C 0.304421 0.008106 -0.705154 -0.1 0.0 -0.1 0.307
N 0.179866 1.253583 -0.039091 -0.3 -0.2 0.4 -0.657
C -0.562040 2.334165 -0.476477 0.1 -0.1 0.0 0.536
O -0.934347 3.187192 0.293747 0.0 0.0 -0.4 -0.573
H -0.441600 -1.870359 1.572505 0.1 0.2 -0.1 0.184
H -0.213033 -3.030176 0.214207 0.2 0.3 0.6 0.209
H 1.188632 -2.416698 1.120767 -0.1 0.0 0.0 0.216
H 0.354057 0.178283 -1.783674 0.1 0.1 -0.1 0.147
H 0.318501 1.301769 0.956495 0.0 -0.3 0.3 0.404
H -0.768579 2.366290 -1.567903 0.1 -0.2 0.3 0.122
```
Forces are in eV/Å.

No. 4
A 2-piece molecular cluster, C4H13N2S overall in a non-equilibrium geometry, computed with wB97M-V/def2-TZVPD.

2S+1 = 1
DFT total energy = -667.4559 Ha
HOMO energy = -13.27 eV
ΔE to the lowest compared entry with this formula, charge and spin = 6.0934 eV
net charge = +1
lowest unoccupied orbital energy = -8.504 eV
strongest force on any atom = 1.78 eV Å⁻¹
frontier orbital gap = 0.1752 hartree

XYZ file:
```
20
Properties=species:S:1:pos:R:3:forces:R:3:nbo_charge:R:1
C -0.533698 -0.504426 -2.775480 0.3 0.0 -0.4 -0.623
N -0.534192 -0.405439 0.835945 -0.5 0.5 0.1 -0.216
C 0.129172 0.143457 1.912424 0.9 -1.5 0.4 -0.317
C -0.674443 1.471219 2.260690 -0.3 1.2 0.5 -0.478
S 0.374660 2.371483 3.430740 0.1 -0.2 0.3 0.113
C 0.717801 -1.283670 -2.388096 -0.9 0.1 0.8 -0.244
N 1.303423 -0.782464 -1.137929 0.2 -1.4 0.3 -0.614
H -1.193227 -0.403719 -1.916085 0.0 0.1 0.0 0.202
H -0.344701 0.480386 -3.203847 0.2 0.0 0.2 0.229
H -1.266785 -1.059342 1.165503 0.1 0.1 -0.2 0.371
H 1.180705 0.335851 1.679786 -0.2 0.7 -0.4 0.269
H 0.095189 -0.435771 2.842689 -0.1 0.0 -0.1 0.230
H -0.866821 2.187091 1.466217 -0.1 -0.5 -0.5 0.265
H -1.600473 1.167474 2.734373 0.0 -0.2 -0.1 0.242
H -0.093267 3.590867 3.130832 0.1 0.0 -0.2 0.160
H 1.487793 -1.341887 -3.152465 0.1 0.1 -0.1 0.235
H 0.360687 -2.305915 -2.193170 0.3 -0.2 -0.2 0.207
H 1.936656 -1.502595 -0.758490 0.2 0.6 -0.4 0.373
H 0.593100 -0.650382 -0.402654 -0.3 0.6 -0.1 0.358
H -1.071579 -1.072218 -3.530982 -0.1 0.0 -0.1 0.235
```
Forces are in eV/Å.

No. 5
One molecule with the formula C3H4N2OS in a non-equilibrium geometry, computed with wB97M-V/def2-TZVPD.

2S+1 = 1
DFT total energy = -699.5277 Ha
HOMO energy = -8.26 eV
ΔE to the lowest compared entry with this formula, charge and spin = 3.9297 eV
lowest unoccupied orbital energy = 0.724 eV
strongest force on any atom = 4.57 eV Å⁻¹
frontier orbital gap = 0.3302 hartree
SMILES = On1ccc(S)n1

XYZ file:
```
11
Properties=species:S:1:pos:R:3:forces:R:3:nbo_charge:R:1
C -1.037652 -0.252217 0.280220 2.4 -0.5 0.3 0.000
C -0.405399 1.063315 0.098065 -3.1 -1.7 0.9 -0.377
C 0.910601 0.771704 -0.036171 3.1 3.3 -0.7 -0.056
H -3.120150 0.569615 -0.307323 0.2 -1.3 0.2 0.142
H -0.980463 1.963854 0.342453 0.7 -0.2 -0.8 0.242
H 1.833597 1.501625 -0.240451 -2.3 -2.1 0.5 0.243
H 2.225248 -2.040101 -0.497653 -0.6 2.6 1.0 0.499
N 1.064398 -0.529378 0.098018 0.1 -0.4 0.3 0.113
N -0.016229 -1.209344 0.458405 -2.4 1.2 -2.1 -0.314
O 2.287827 -1.078090 -0.117178 0.8 -2.7 -0.3 -0.520
S -2.761781 -0.760983 -0.078388 1.2 1.8 0.6 0.026
```
Forces are in eV/Å.

Q: Look up the strongest force on any atom of the third one.
A: 0.96 eV Å⁻¹